(1)
The following is a quantum chemistry calculation of C23H50N4OP3Ti as an isolated structure in a non-equilibrium geometry, from the OMol25 dataset.

* molar mass: 539.5 g mol⁻¹
* orbital gap: 4.658 eV
* relative energy (zero: lowest compared OMol25 entry of this formula, charge and spin): 0.8 kcal/mol
* net charge: +3
* max |F|: 11.79 eV/Å

Each line ends with the Löwdin charge.
Geometry (Å):
1 Ti 0.05 -0.11 0.18  0.5371
2 P -1.73 1.21 1.18  0.9861
3 P 1.68 -0.72 -1.54  0.9938
4 N 0.21 1.83 -0.96  -0.1804
5 C -1.98 2.56 -0.05  -0.2553
6 H -3.05 2.63 -0.31  0.1168
7 H -1.72 3.52 0.42  0.1065
8 C -1.13 2.38 -1.30  -0.2323
9 H -1.62 1.75 -2.06  0.1314
10 H -0.96 3.37 -1.77  0.1443
11 C 1.14 1.95 -2.15  -0.1944
12 H 2.09 2.40 -1.82  0.1380
13 H 0.67 2.66 -2.85  0.1399
14 C 1.34 0.58 -2.79  -0.2763
15 H 2.15 0.62 -3.53  0.1138
16 H 0.43 0.32 -3.36  0.1080
17 C 1.73 -2.36 -2.40  -0.4777
18 C 0.40 -3.08 -2.21  -0.1067
19 H -0.42 -2.66 -2.81  0.0857
20 H 0.09 -3.04 -1.15  0.0090
21 H 0.50 -4.15 -2.46  0.1097
22 C 3.40 -0.30 -0.98  -0.4980
23 C 3.80 -1.09 0.28  -0.0994
24 H 4.31 -0.43 1.00  0.1053
25 H 4.48 -1.92 0.04  0.0948
26 H 2.94 -1.51 0.82  0.0153
27 C -1.30 2.04 2.78  -0.4928
28 C -1.36 1.07 3.97  -0.0824
29 H -0.73 1.48 4.77  0.1104
30 H -0.94 0.08 3.73  0.0409
31 H -2.37 0.94 4.37  0.0904
32 C -3.38 0.42 1.35  -0.5211
33 C -3.31 -0.89 2.12  -0.1073
34 H -4.22 -1.48 1.93  0.1166
35 H -3.22 -0.73 3.20  0.0830
36 H -2.44 -1.49 1.80  -0.0138
37 C -1.41 -0.77 -0.94  -0.1640
38 O -2.29 -1.11 -1.66  0.2076
39 C 4.41 -0.35 -2.15  -0.0723
40 H 4.01 -0.74 -3.09  0.0787
41 H 4.77 0.67 -2.36  0.0993
42 H 5.29 -0.94 -1.88  0.0996
43 C -2.03 3.39 3.00  -0.0736
44 H -2.33 3.51 4.04  0.1065
45 H -1.35 4.22 2.79  0.0969
46 H -2.92 3.54 2.38  0.0679
47 C -4.42 1.36 1.96  -0.0697
48 H -5.37 0.81 2.00  0.1119
49 H -4.16 1.64 2.98  0.0873
50 H -4.58 2.26 1.36  0.0862
51 C 2.86 -3.25 -1.91  -0.0719
52 H 2.77 -3.40 -0.82  0.0506
53 H 2.75 -4.25 -2.36  0.1107
54 H 3.87 -2.89 -2.12  0.0837
55 H 1.86 -2.09 -3.46  0.1317
56 H -3.66 0.20 0.31  0.1094
57 H 3.33 0.76 -0.67  0.0984
58 H -0.23 2.25 2.60  0.0953
59 H 0.60 2.48 -0.26  0.1294
60 H 1.24 0.56 1.19  -0.0195
61 C -1.48 -4.72 3.24  -0.1272
62 N -1.17 -4.92 1.80  -0.1082
63 C 0.19 -5.49 1.65  -0.1256
64 N 1.22 -4.68 2.33  -0.1102
65 C 0.83 -4.52 3.76  -0.1311
66 N -0.48 -3.88 3.91  -0.1127
67 C -0.48 -2.48 3.46  -0.2819
68 P -0.09 -2.31 1.60  0.9782
69 C -1.31 -3.67 1.06  -0.2931
70 C 1.45 -3.39 1.69  -0.3056
71 H -1.47 -5.71 3.73  0.1510
72 H -2.47 -4.25 3.32  0.1413
73 H 0.43 -5.55 0.58  0.1376
74 H 0.20 -6.50 2.11  0.1512
75 H 1.59 -3.91 4.27  0.1428
76 H 0.76 -5.53 4.20  0.1501
77 H -1.44 -2.03 3.75  0.0811
78 H 0.31 -1.94 4.01  0.1080
79 H -1.17 -3.88 -0.01  0.0802
80 H -2.34 -3.32 1.18  0.0885
81 H 2.17 -2.81 2.30  0.1019
82 H 1.89 -3.57 0.70  0.0647

(2)
The following is a quantum chemistry calculation of C23H51AuN4OPV as an isolated structure in a non-equilibrium geometry, from the OMol25 dataset.

* molar mass: 678.6 g mol⁻¹
* orbital gap (spin up / spin down): 6.790 / 6.900 eV
* relative energy (zero: lowest compared OMol25 entry of this formula, charge and spin): 0.0 kcal/mol
* net charge: +2
* max |F|: 2.81 eV/Å

Each line ends with the Löwdin charge.
Geometry (Å):
1 N 2.21 -0.28 -1.56  0.0149
2 C 3.31 -0.74 -1.32  -0.3996
3 O 4.38 -1.19 -1.08  0.1767
4 Au 0.11 1.01 -4.75  0.8608
5 V 0.29 -0.11 -1.51  0.9094
6 N -0.35 -1.66 -2.32  -0.1535
7 N 0.08 1.56 -2.72  -0.2827
8 C 0.10 -3.06 -2.08  -0.6275
9 C 0.85 2.83 -2.71  -0.6784
10 C 1.13 -3.43 -3.14  -0.0140
11 C -1.09 -4.03 -2.17  -0.0310
12 C 0.74 -3.20 -0.71  -0.0472
13 C 0.22 3.79 -3.71  -0.0386
14 C 0.93 3.50 -1.34  -0.0266
15 C 2.28 2.50 -3.13  -0.0561
16 H 0.71 -3.35 -4.15  0.0913
17 H 1.47 -4.46 -2.99  0.1123
18 H 2.01 -2.76 -3.08  0.0836
19 H -1.93 -3.68 -1.55  0.0968
20 H -0.78 -5.02 -1.81  0.1065
21 H -1.44 -4.17 -3.20  0.0858
22 H 1.67 -2.63 -0.63  0.0629
23 H 0.96 -4.26 -0.53  0.1162
24 H 0.04 -2.86 0.07  0.0427
25 H 0.12 3.33 -4.71  0.0595
26 H 0.85 4.68 -3.85  0.1151
27 H -0.78 4.10 -3.39  0.0942
28 H -0.04 3.89 -1.01  0.0807
29 H 1.63 4.34 -1.42  0.1162
30 H 1.33 2.80 -0.59  0.0648
31 H 2.72 1.77 -2.43  0.0585
32 H 2.87 3.42 -3.13  0.1101
33 H 2.30 2.06 -4.13  0.0648
34 C -1.35 1.72 -2.37  -0.1520
35 H -1.64 0.89 -1.69  0.0585
36 H -1.58 2.68 -1.88  0.0974
37 H -1.99 1.64 -3.27  0.0990
38 C -1.33 -1.57 -3.39  -0.1223
39 H -2.35 -1.41 -3.02  0.1141
40 H -1.09 -0.74 -4.10  0.0156
41 H -1.31 -2.48 -4.00  0.0888
42 C 1.41 0.28 4.06  -0.0538
43 C 1.42 0.28 2.52  -0.5854
44 C 1.98 1.62 2.02  -0.0738
45 C 2.34 -0.84 2.00  -0.0670
46 P -0.31 0.05 1.81  1.0712
47 N -0.11 -0.07 0.17  -0.2300
48 C -1.11 -1.51 2.50  -0.5827
49 C -1.77 -1.24 3.87  -0.0644
50 C -2.17 -2.00 1.49  -0.0767
51 C -0.09 -2.65 2.74  -0.0743
52 C -1.45 1.52 2.09  -0.5877
53 C -2.90 1.14 1.74  -0.0715
54 C -1.37 2.05 3.53  -0.0585
55 C -1.06 2.66 1.14  -0.0995
56 H 2.44 0.45 4.40  0.1131
57 H 1.08 -0.67 4.50  0.0720
58 H 0.80 1.09 4.48  0.0711
59 H 3.03 1.69 2.36  0.1083
60 H 1.99 1.67 0.93  0.0579
61 H 1.46 2.49 2.43  0.0770
62 H 2.34 -1.72 2.64  0.0854
63 H 2.07 -1.12 0.97  0.0352
64 H 3.37 -0.46 1.97  0.1056
65 H -2.61 -0.54 3.82  0.0652
66 H -2.17 -2.19 4.24  0.1127
67 H -1.05 -0.88 4.62  0.0792
68 H -1.81 -1.94 0.45  0.0485
69 H -2.41 -3.05 1.71  0.1056
70 H -3.10 -1.43 1.56  0.0738
71 H 0.52 -2.87 1.86  0.0553
72 H 0.57 -2.46 3.60  0.0798
73 H -0.66 -3.56 2.98  0.1090
74 H -3.37 0.47 2.46  0.0705
75 H -3.50 2.07 1.74  0.1058
76 H -2.98 0.71 0.73  0.0829
77 H -0.41 2.54 3.74  0.0796
78 H -2.15 2.82 3.65  0.1108
79 H -1.56 1.28 4.29  0.0733
80 H -0.08 3.09 1.36  0.0680
81 H -1.08 2.32 0.10  0.0262
82 H -1.81 3.47 1.24  0.1145

Which value of relative energy (zero: lowest compared OMol25 entry of this formula, charge and spin) does entry 1 give? 0.8 kcal/mol

Which formula does entry 1 have? C23H50N4OP3Ti

Which of these has the lowest relative energy (zero: lowest compared OMol25 entry of this formula, charge and spin)? C23H51AuN4OPV

Which value of net charge does entry 1 give? +3